1.
DFT (the ωB97M-V functional and the def2-TZVPD basis) results for a 14-piece molecular cluster, C43H114O14 overall at a distorted geometry.

Results
**Frontier orbital gap**: 9.766 eV

Each line ends with the Mulliken charge.
Atoms and positions in Å:
1 C 0.693 -3.701 -10.515  -1.193
2 C 1.931 -3.947 -9.681  -0.160
3 O 1.476 -4.398 -8.436  -0.299
4 C 2.571 -4.675 -7.507  -0.302
5 C 1.978 -5.203 -6.150  -1.149
6 H 0.192 -4.611 -10.845  0.302
7 H -0.047 -3.032 -10.073  0.292
8 H 1.071 -3.271 -11.442  0.382
9 H 2.528 -4.717 -10.169  0.260
10 H 2.507 -3.040 -9.500  0.288
11 H 3.269 -5.434 -7.859  0.296
12 H 3.121 -3.748 -7.342  0.313
13 H 1.267 -4.489 -5.734  0.297
14 H 2.738 -5.426 -5.401  0.378
15 H 1.538 -6.179 -6.352  0.296
16 C 2.383 9.647 5.119  -1.249
17 C 3.426 9.477 4.066  -0.203
18 O 3.429 8.162 3.572  -0.249
19 C 4.483 7.896 2.718  -0.247
20 C 4.238 6.549 2.094  -1.183
21 H 1.390 9.369 4.765  0.304
22 H 2.720 9.099 5.999  0.294
23 H 2.288 10.688 5.429  0.389
24 H 3.187 10.155 3.247  0.303
25 H 4.387 9.746 4.505  0.284
26 H 4.555 8.612 1.900  0.290
27 H 5.470 7.971 3.176  0.341
28 H 5.083 6.101 1.572  0.368
29 H 3.360 6.654 1.455  0.274
30 H 3.949 5.792 2.822  0.287
31 C 2.355 -9.229 1.106  -1.217
32 C 3.180 -7.958 1.024  -0.169
33 O 4.459 -8.319 0.577  -0.299
34 C 5.368 -7.238 0.704  -0.293
35 C 6.703 -7.675 0.173  -1.123
36 H 2.505 -9.908 0.267  0.317
37 H 2.606 -9.803 1.997  0.286
38 H 1.273 -9.099 1.108  0.364
39 H 2.763 -7.222 0.337  0.295
40 H 3.214 -7.542 2.031  0.270
41 H 5.060 -6.313 0.217  0.309
42 H 5.440 -6.955 1.755  0.311
43 H 6.656 -7.670 -0.916  0.280
44 H 7.042 -8.621 0.594  0.305
45 H 7.326 -6.825 0.452  0.365
46 C -7.915 -3.437 -7.509  -1.188
47 C -8.697 -2.554 -6.512  -0.214
48 O -8.213 -2.658 -5.206  -0.290
49 C -8.857 -1.891 -4.223  -0.201
50 C -8.065 -2.069 -2.953  -1.150
51 H -8.440 -3.488 -8.463  0.375
52 H -6.901 -3.067 -7.662  0.283
53 H -7.862 -4.491 -7.236  0.323
54 H -8.638 -1.514 -6.832  0.284
55 H -9.728 -2.908 -6.533  0.266
56 H -8.938 -0.843 -4.509  0.295
57 H -9.848 -2.325 -4.092  0.283
58 H -7.775 -3.090 -2.707  0.306
59 H -8.585 -1.603 -2.116  0.366
60 H -7.133 -1.512 -3.049  0.262
61 C -3.903 1.456 -6.237  -1.282
62 C -2.770 0.894 -5.396  0.652
63 C -1.456 0.532 -6.089  -1.277
64 O -2.521 1.841 -4.398  -0.556
65 H -4.111 0.761 -7.051  0.317
66 H -3.667 2.395 -6.737  0.320
67 H -4.831 1.525 -5.670  0.379
68 H -3.161 0.038 -4.845  0.165
69 H -1.692 -0.248 -6.813  0.349
70 H -0.659 0.209 -5.419  0.317
71 H -1.144 1.391 -6.683  0.315
72 H -3.351 2.001 -3.943  0.301
73 C 2.861 7.611 -4.612  -1.307
74 C 1.598 6.742 -4.599  0.590
75 C 0.899 6.543 -5.896  -1.242
76 O 1.888 5.421 -4.211  -0.545
77 H 3.464 7.322 -5.473  0.310
78 H 3.465 7.525 -3.709  0.327
79 H 2.541 8.645 -4.736  0.358
80 H 0.998 7.214 -3.821  0.175
81 H -0.028 5.971 -5.861  0.363
82 H 1.578 5.991 -6.545  0.325
83 H 0.638 7.428 -6.477  0.337
84 H 1.042 5.003 -4.031  0.307
85 C 0.927 0.158 0.688  -1.361
86 C 0.448 -1.132 1.339  0.482
87 C 0.434 -1.138 2.884  -1.083
88 O -0.938 -1.326 1.031  -0.545
89 H 1.979 0.394 0.850  0.357
90 H 0.415 1.020 1.114  0.350
91 H 0.722 0.160 -0.382  0.357
92 H 1.061 -1.940 0.942  0.239
93 H 1.477 -0.961 3.149  0.315
94 H 0.148 -2.070 3.371  0.329
95 H -0.234 -0.379 3.290  0.230
96 H -1.293 -0.445 0.893  0.329
97 C 6.329 0.834 -4.369  -1.167
98 C 6.674 2.002 -5.255  0.381
99 C 6.013 2.120 -6.613  -1.166
100 O 6.399 3.208 -4.561  -0.540
101 H 6.905 0.965 -3.454  0.291
102 H 6.675 -0.116 -4.776  0.351
103 H 5.262 0.813 -4.150  0.304
104 H 7.745 1.955 -5.455  0.284
105 H 6.267 3.057 -7.107  0.293
106 H 4.960 2.180 -6.335  0.292
107 H 6.191 1.260 -7.259  0.342
108 H 5.449 3.310 -4.471  0.334
109 C 0.399 2.643 7.430  -1.336
110 C 0.394 3.737 6.368  0.599
111 C -0.982 4.454 6.283  -1.261
112 O 1.394 4.635 6.742  -0.548
113 H -0.479 1.999 7.382  0.387
114 H 0.344 3.050 8.440  0.351
115 H 1.261 1.993 7.286  0.302
116 H 0.719 3.367 5.396  0.227
117 H -1.739 3.674 6.202  0.330
118 H -1.065 5.171 5.466  0.341
119 H -1.129 5.078 7.164  0.324
120 H 1.449 5.316 6.068  0.283
121 C -6.463 5.460 1.635  -1.312
122 C -5.699 5.267 0.303  0.590
123 C -4.242 5.661 0.362  -1.264
124 O -5.833 3.942 -0.115  -0.526
125 H -7.455 5.014 1.704  0.408
126 H -6.537 6.539 1.769  0.325
127 H -5.923 5.030 2.479  0.297
128 H -6.239 5.948 -0.355  0.148
129 H -3.875 5.986 -0.612  0.300
130 H -3.624 4.980 0.948  0.357
131 H -4.111 6.529 1.008  0.362
132 H -6.771 3.740 -0.154  0.314
133 C 6.673 -1.101 3.554  -1.333
134 C 7.383 -1.574 4.772  0.587
135 C 6.574 -2.329 5.854  -1.196
136 O 8.377 -2.479 4.355  -0.544
137 H 5.970 -0.361 3.937  0.302
138 H 6.129 -1.896 3.045  0.325
139 H 7.325 -0.702 2.777  0.394
140 H 7.829 -0.664 5.173  0.179
141 H 5.790 -1.660 6.208  0.360
142 H 7.271 -2.505 6.674  0.300
143 H 6.052 -3.215 5.492  0.321
144 H 8.809 -2.031 3.624  0.307
145 C -4.624 -7.579 3.748  -1.011
146 C -4.465 -6.149 3.196  -0.179
147 O -3.637 -6.141 2.057  -0.524
148 H -3.682 -7.945 4.157  0.277
149 H -4.869 -8.263 2.936  0.284
150 H -5.387 -7.590 4.527  0.327
151 H -4.073 -5.467 3.951  0.281
152 H -5.441 -5.751 2.920  0.247
153 H -3.373 -5.238 1.865  0.300
154 C -0.597 -4.697 8.980  -0.991
155 C 0.202 -4.265 10.171  -0.211
156 O -0.681 -4.075 11.194  -0.508
157 H -1.158 -5.611 9.174  0.277
158 H 0.236 -4.924 8.315  0.307
159 H -1.306 -3.949 8.623  0.288
160 H 0.788 -3.367 9.972  0.316
161 H 0.850 -5.065 10.529  0.219
162 H -0.349 -3.362 11.745  0.302
163 C -7.302 -0.184 4.994  -1.053
164 C -7.394 -0.076 6.532  -0.153
165 O -6.920 1.214 6.951  -0.517
166 H -7.802 0.619 4.451  0.297
167 H -7.774 -1.114 4.679  0.339
168 H -6.265 -0.192 4.659  0.276
169 H -6.783 -0.879 6.943  0.254
170 H -8.433 -0.283 6.790  0.260
171 H -6.963 1.271 7.908  0.297

2.
DFT (the ωB97M-V functional and the def2-TZVPD basis) results for a 10-piece molecular cluster, C18H55NO13 overall at a distorted geometry.

Results
**Frontier orbital gap**: 9.453 eV

Each line ends with the Mulliken charge.
Atoms and positions in Å:
1 C 11.401 57.268 50.901  -0.557
2 O 12.265 58.022 49.941  -0.361
3 C 12.780 57.185 48.940  -1.119
4 C 13.821 58.136 48.237  -0.485
5 N 14.632 57.437 47.145  0.482
6 H 15.382 56.906 47.734  -0.484
7 H 14.087 56.713 46.589  0.487
8 C 15.342 58.030 46.031  -0.553
9 C 16.239 57.109 45.302  0.065
10 O 16.487 57.798 44.013  -0.409
11 C 16.890 56.942 42.952  -0.610
12 H 12.125 56.542 51.198  0.182
13 H 10.514 56.781 50.332  0.255
14 H 11.045 57.769 51.889  0.253
15 H 11.956 57.132 48.186  0.341
16 H 13.241 56.422 49.160  0.970
17 H 14.393 58.667 48.912  0.127
18 H 13.281 58.918 47.767  0.711
19 H 15.905 58.800 46.592  0.160
20 H 14.722 58.708 45.297  0.342
21 H 15.707 56.157 45.238  0.337
22 H 17.244 56.974 45.865  0.001
23 H 16.989 57.446 42.038  0.330
24 H 16.109 56.259 42.712  0.347
25 H 17.686 56.345 43.323  0.105
26 C 16.974 56.400 49.086  0.901
27 O 15.746 55.617 48.942  -1.085
28 O 18.118 55.822 49.157  -0.505
29 O 16.945 57.665 49.044  -0.039
30 H 17.944 54.886 49.078  0.120
31 C 14.553 55.748 53.648  -1.501
32 C 15.164 56.288 52.177  0.418
33 O 15.073 55.105 51.499  -0.587
34 H 13.522 55.444 53.535  0.351
35 H 14.515 56.540 54.440  0.391
36 H 15.012 55.001 54.262  0.400
37 H 16.257 56.609 52.368  -0.082
38 H 14.520 57.053 51.826  0.284
39 H 15.406 55.463 50.654  0.060
40 C 20.143 50.990 46.948  -1.497
41 C 19.161 51.212 48.157  0.663
42 O 19.732 50.520 49.367  -0.452
43 H 19.807 51.375 46.110  0.577
44 H 20.101 49.865 46.889  0.309
45 H 21.034 51.573 47.033  0.346
46 H 18.165 50.884 48.130  0.205
47 H 19.086 52.333 48.394  -0.326
48 H 19.227 50.553 49.963  0.193
49 C 17.735 52.831 51.123  -0.746
50 C 17.602 51.709 52.119  -0.532
51 O 17.864 50.560 51.521  -0.489
52 H 17.534 53.782 51.624  0.317
53 H 17.100 52.624 50.287  0.209
54 H 18.731 52.892 50.824  0.461
55 H 16.527 52.032 52.708  0.186
56 H 18.313 51.841 52.945  0.310
57 H 17.698 49.793 52.087  0.289
58 C 19.559 58.016 51.857  -0.044
59 O 20.656 57.990 51.006  -0.510
60 H 18.647 57.351 51.668  -0.111
61 H 19.027 58.963 51.469  0.032
62 H 19.884 58.062 53.079  0.253
63 H 20.469 57.139 50.568  0.348
64 C 19.252 59.751 47.937  -0.593
65 O 19.155 58.364 47.579  -0.609
66 H 19.943 60.129 47.266  0.323
67 H 19.415 59.822 48.916  0.272
68 H 18.296 60.181 47.517  0.112
69 H 18.620 57.787 48.306  0.234
70 C 15.679 52.746 47.251  -0.977
71 O 16.590 53.630 47.518  0.404
72 H 16.015 51.801 47.117  0.427
73 H 14.830 53.206 46.533  0.119
74 H 15.185 52.578 48.258  0.357
75 H 16.118 54.269 48.012  -0.030
76 C 16.387 60.849 50.104  -0.825
77 O 15.985 59.632 50.687  -0.486
78 H 15.611 61.747 50.277  0.240
79 H 16.460 60.842 49.116  0.300
80 H 17.301 61.288 50.480  0.354
81 H 16.323 58.949 50.235  0.329
82 C 19.355 54.852 45.644  -0.597
83 O 18.475 53.848 45.364  -0.563
84 H 18.898 55.482 46.405  0.000
85 H 19.448 55.471 44.763  0.294
86 H 20.209 54.538 45.962  0.474
87 H 17.936 53.659 46.243  0.408

3.
DFT (the ωB97M-V functional and the def2-TZVPD basis) results for C4H2LiO2Rh as an isolated structure at a distorted geometry.

Results
**Total charge**: +1
**<S²>**: 8.7885
**Multiplicity**: 6
**Frontier orbital gap (spin up / spin down)**: 6.183 / 6.630 eV

Each line ends with the Löwdin spin population.
Atoms and positions in Å:
1 C -1.368 -0.854 -0.184  0.467
2 C -0.134 -1.212 0.019  0.182
3 O -2.109 0.024 -0.553  0.224
4 Li -1.884 1.783 -1.204  0.029
5 H 0.225 -2.228 0.183  0.006
6 C 0.834 0.606 -0.744  0.794
7 C 1.151 1.307 0.327  0.730
8 O 1.201 0.891 1.551  0.543
9 Rh 0.838 -0.814 2.349  1.992
10 H 1.245 0.498 -1.743  0.033

4.
DFT (the ωB97M-V functional and the def2-TZVPD basis) results for a 2-piece molecular cluster, C5H11NO overall at a distorted geometry.

Results
**SMILES string**: C=CC/C=C/N.O
**Frontier orbital gap**: 8.370 eV

Each line ends with the Mulliken charge.
Atoms and positions in Å:
1 C 0.178 0.761 -1.036  -0.521
2 C 0.519 0.669 0.262  0.012
3 N 0.796 1.757 1.069  -0.411
4 C -0.685 -0.272 -1.756  -0.489
5 C -1.557 -1.104 -0.873  -0.057
6 C -2.532 -1.908 -1.308  -0.806
7 H 0.693 1.487 -1.654  0.342
8 H 0.383 -0.283 0.765  0.298
9 H 1.240 1.541 1.940  0.105
10 H 0.753 2.700 0.735  0.177
11 H 0.067 -0.868 -2.289  0.235
12 H -1.255 0.215 -2.552  0.347
13 H -1.602 -0.767 0.161  0.277
14 H -2.918 -2.713 -0.704  0.264
15 H -3.022 -1.739 -2.262  0.254
16 H 2.864 -0.303 3.794  0.329
17 H 2.787 0.793 2.703  0.283
18 O 3.293 0.035 3.005  -0.638

We obtain energy above the lowest of the compared OMol25 structures with the same formula, charge and spin values of 461.94 27.73 145.10 328.20 kJ/mol for the records listed above, in that order.